No. 1
{
  "formula": "C5H8N2O",
  "method": "ωB97M-V/def2-TZVPD",
  "elements": ["C", "N", "C", "N", "C", "C", "C", "O", "H", "H", "H", "H", "H", "H", "H", "H"],
  "positions_angstrom": [[-2.8729, -0.3764, 0.1372], [-1.7308, 0.4426, 0.0851], [-0.4581, 0.0990, -0.1216], [0.0934, -1.0315, -0.2989], [1.4662, -0.8437, -0.3946], [2.0741, -0.2447, 0.8742], [1.6446, 0.6296, -0.2848], [0.3740, 1.2151, -0.1814], [-3.7585, 0.1644, -0.2820], [-3.1661, -0.5980, 1.1261], [-2.7051, -1.2298, -0.4774], [-1.7429, 1.3423, 0.5036], [2.0670, -1.3843, -1.1148], [3.0763, -0.4450, 1.1555], [1.2945, -0.2013, 1.7454], [2.2809, 1.1700, -0.9711]],
  "forces_ev_per_a": [[-1.4654, 0.7686, -1.0596], [0.6966, 1.1995, 0.0127], [0.8282, -0.0670, -0.6207], [-2.2731, -1.1310, -0.0708], [1.1157, 0.7878, 0.2844], [-2.4360, 0.2013, 0.8563], [1.2691, 0.4773, -0.0885], [-0.4995, -0.7391, 0.3308], [0.7491, -0.2826, 0.0331], [-0.1289, -0.8326, 1.2620], [0.0337, -0.8627, -0.1372], [-0.5521, 0.7271, 0.1579], [-0.1315, -0.3384, 0.2421], [0.7947, 0.1651, 0.0011], [1.7348, -0.2149, -1.5988], [0.2646, 0.1415, 0.3952]],
  "lowdin_charge": [-0.08, 0.02, -0.44, 0.13, -0.28, -0.02, -0.26, 0.04, 0.10, 0.07, 0.08, 0.14, 0.14, 0.08, 0.15, 0.14],
  "energy_ha": -380.013520,
  "smiles": "CNC1=N[C@@H]2C[C@@H]2O1",
  "e_lumo_ev": 0.994,
  "e_above_lowest_ev": 2.032,
  "total_charge": 0,
  "molar_mass_da": 112.13
}


No. 2
{
  "formula": "C5H8N2O",
  "method": "ωB97M-V/def2-TZVPD",
  "elements": ["O", "N", "N", "C", "C", "C", "C", "C", "H", "H", "H", "H", "H", "H", "H", "H"],
  "positions_angstrom": [[2.0927, 0.4651, -1.3525], [1.4235, 1.0039, -0.4465], [0.7185, 0.0960, 0.4524], [-0.1933, 0.6360, 1.3047], [-1.5699, 0.1968, 1.2479], [-1.8892, -0.1852, -0.0927], [-0.9241, -0.9557, -0.8517], [0.3287, -1.1638, -0.0870], [-0.2171, 1.8031, 1.1019], [0.2936, 0.9965, 2.4891], [-2.4134, 0.7619, 1.8436], [-2.9981, -0.1831, -0.6373], [-0.9151, -0.4678, -1.7121], [-1.1580, -1.9865, -1.5725], [0.1985, -1.8138, 0.8475], [0.9608, -1.6986, -0.7085]],
  "forces_ev_per_a": [[-2.6080, 1.1280, 3.1643], [0.8999, -2.1145, -0.8010], [3.7502, 0.2379, -3.8487], [1.5420, 6.8650, 5.7087], [-4.1154, 0.9478, -4.0283], [-4.1078, -1.2953, 2.8059], [-0.9776, -4.3288, 0.2252], [-1.0666, -1.2962, 1.9699], [-0.1271, -2.0314, -0.2670], [-1.2589, -2.2556, -2.6330], [2.1105, -1.2188, -1.0026], [2.7627, 0.2268, 2.0924], [1.7332, 3.0180, -4.0585], [-0.3896, 1.8799, 2.9580], [-0.3398, 0.5599, -1.3975], [2.1924, -0.3227, -0.8879]],
  "lowdin_charge": [-0.05, 0.03, -0.15, -0.33, -0.09, -0.09, -0.25, -0.20, 0.14, 0.18, 0.13, 0.16, 0.05, 0.20, 0.16, 0.09],
  "energy_ha": -379.819752,
  "smiles": "O=NN1CC=CCC1",
  "e_lumo_ev": 0.186,
  "e_above_lowest_ev": 7.304,
  "total_charge": 0,
  "molar_mass_da": 112.13
}


No. 3
{
  "formula": "C5H8N2O",
  "method": "ωB97M-V/def2-TZVPD",
  "elements": ["C", "C", "C", "C", "N", "C", "O", "N", "H", "H", "H", "H", "H", "H", "H", "H"],
  "positions_angstrom": [[-2.1981, 0.7592, 0.9527], [-0.9386, 0.3321, 0.1482], [0.1637, 1.0201, -0.1863], [1.1796, 0.0806, -0.5636], [2.4143, 0.3808, -1.0310], [0.6578, -1.1387, -0.2707], [1.1712, -2.4530, -0.2818], [-0.6597, -0.9484, 0.0462], [-2.4719, 1.8202, 0.4931], [-2.1087, 0.7775, 2.0557], [-3.1646, 0.0940, 0.6854], [0.1997, 2.1362, -0.3660], [3.1797, -0.0245, -0.3720], [2.4320, 1.5281, -1.0291], [1.1592, -2.6959, -1.1725], [-1.0157, -1.6682, 0.8918]],
  "forces_ev_per_a": [[-1.9034, 0.8441, -2.8888], [-2.7272, 1.7793, 2.6140], [0.5963, 2.6492, -1.6000], [-1.5890, -0.5932, 1.4348], [3.4972, 3.5233, 0.5346], [0.5365, -1.1127, -0.5013], [-0.4244, 2.2352, 1.8780], [-1.2344, -6.1869, 3.9272], [0.4189, -1.9987, 1.5011], [0.2717, 0.1280, -0.7084], [2.3435, 1.2861, 0.5387], [0.1174, -1.4693, 0.4011], [-1.6222, 1.2842, -1.6344], [0.7061, -3.9374, 0.0404], [0.1461, -0.9740, -2.2503], [0.8670, 2.5427, -3.2867]],
  "lowdin_charge": [-0.05, -0.41, -0.02, -0.37, 0.05, -0.31, 0.06, 0.06, 0.10, 0.06, 0.11, 0.13, 0.13, 0.15, 0.06, 0.25],
  "energy_ha": -379.995265,
  "smiles": "Cc1cc(N)c(O)[nH]1",
  "e_lumo_ev": 0.819,
  "e_above_lowest_ev": 2.528,
  "total_charge": 0,
  "molar_mass_da": 112.13
}


No. 4
{
  "formula": "C5H8N2O",
  "method": "ωB97M-V/def2-TZVPD",
  "elements": ["C", "C", "C", "O", "N", "C", "C", "N", "H", "H", "H", "H", "H", "H", "H", "H"],
  "positions_angstrom": [[0.8924, -3.2219, 0.3614], [1.1986, -2.1073, 0.0638], [1.5447, -0.7540, -0.1830], [0.4857, -0.0103, 0.0642], [0.8320, 1.3527, -0.5859], [-0.0837, 2.1043, -0.1347], [-1.4157, 1.4602, 0.5175], [-2.0569, 0.3208, -0.2801], [0.7762, -4.2212, 0.3187], [2.3286, -0.5645, 0.5356], [1.8333, -0.7452, -1.1831], [-0.0597, 3.1397, -0.2921], [-2.0604, 2.1682, 0.7598], [-0.8972, 0.9396, 1.4470], [-1.2070, -0.3983, -0.1986], [-2.1110, 0.5371, -1.2106]],
  "forces_ev_per_a": [[0.5806, 1.8172, -0.5265], [-0.5929, -1.5037, 0.6465], [2.1416, -2.2406, 1.1265], [-1.2071, 3.9990, -1.2311], [-0.8689, -1.0003, 2.1620], [-2.5710, -2.3640, 0.0672], [5.1726, -4.4311, -0.5777], [3.4191, -1.1720, 4.4367], [-0.5953, -2.6577, 0.3317], [0.9662, 0.5859, -0.1888], [1.0670, 0.6395, -1.8018], [0.3493, 1.3818, -0.5829], [-2.9097, 3.1346, 1.1667], [-1.7543, 1.2351, -1.4669], [-2.9882, 1.6526, -0.6360], [-0.2091, 0.9236, -2.9257]],
  "lowdin_charge": [0.15, -0.09, -0.34, -0.22, 0.15, -0.09, -0.17, 0.00, 0.00, 0.13, 0.11, 0.09, 0.03, 0.15, 0.10, 0.00],
  "energy_ha": -379.845106,
  "smiles": "C#CCO/N=C\\CN",
  "e_lumo_ev": 0.930,
  "e_above_lowest_ev": 6.614,
  "total_charge": 0,
  "molar_mass_da": 112.13
}


No. 5
{
  "formula": "C5H8N2O",
  "method": "ωB97M-V/def2-TZVPD",
  "elements": ["C", "N", "N", "C", "C", "C", "C", "O", "H", "H", "H", "H", "H", "H", "H", "H"],
  "positions_angstrom": [[-1.4727, -0.9288, 2.0793], [-1.5576, -0.6800, 0.6547], [-0.6976, -0.0233, -0.0636], [0.2525, 0.6940, 0.4253], [1.1750, 1.3428, -0.4438], [1.4847, 0.9827, -1.7150], [1.0790, -0.2440, -2.3630], [0.1972, -1.0090, -2.0408], [-2.2269, -1.6593, 2.3598], [-0.4823, -1.3157, 2.3429], [-1.6482, -0.0057, 2.6402], [-2.1869, -1.2402, 0.0996], [0.3970, 0.8466, 1.4990], [1.7256, 2.1666, -0.0024], [2.2286, 1.5634, -2.2428], [1.7326, -0.4901, -3.2294]],
  "forces_ev_per_a": [[0.2660, 0.2823, -0.1126], [-0.4543, -0.4239, 0.3139], [-0.4329, 0.6864, 0.0789], [-0.2738, -0.2539, 1.0485], [0.3921, 0.0321, -0.7798], [-0.0443, 0.6209, 0.7656], [0.0239, -0.5094, -0.5102], [0.4709, -0.4157, -0.7788], [-0.0145, 0.0154, -0.0595], [-0.0322, 0.0036, 0.0312], [0.0278, -0.0696, 0.0471], [0.1508, 0.1092, 0.0980], [-0.0831, -0.1040, -0.0534], [0.0232, 0.0558, -0.0435], [0.0634, 0.0167, -0.0457], [-0.0829, -0.0459, 0.0004]],
  "lowdin_charge": [-0.08, -0.10, 0.01, -0.17, -0.08, -0.08, -0.30, 0.01, 0.08, 0.08, 0.08, 0.14, 0.10, 0.10, 0.09, 0.11],
  "energy_ha": -379.976249,
  "smiles": "CN/N=C/C=C\\C=O",
  "e_lumo_ev": 0.289,
  "e_above_lowest_ev": 3.046,
  "total_charge": 0,
  "molar_mass_da": 112.13
}


No. 6
{
  "formula": "C5H8N2O",
  "method": "ωB97M-V/def2-TZVPD",
  "elements": ["C", "N", "C", "C", "C", "N", "O", "C", "H", "H", "H", "H", "H", "H", "H", "H"],
  "positions_angstrom": [[2.0085, 0.1052, -0.2397], [1.3811, -1.1372, 0.1628], [0.0768, -1.5000, 0.0465], [-0.8637, -0.6036, -0.1945], [-2.2539, -0.9056, -0.0886], [-3.4228, -0.9691, -0.1315], [-0.5550, 0.6849, -0.6083], [-1.0678, 1.6900, 0.2706], [1.7189, 0.8267, 0.5361], [3.1169, -0.0175, -0.1070], [1.6943, 0.3699, -1.2979], [2.0073, -1.8954, 0.1125], [-0.1640, -2.6001, 0.1239], [-0.4917, 1.8214, 1.2125], [-2.1633, 1.4290, 0.4909], [-1.0217, 2.7013, -0.2886]],
  "forces_ev_per_a": [[0.2077, 0.2929, -0.0717], [0.5319, -1.0488, -0.1622], [0.7703, -1.0171, 0.1298], [-1.3142, 0.5964, -0.2564], [-2.4208, 0.0674, -0.8194], [2.1706, -0.0886, 0.3759], [-0.3407, 0.1941, 0.7194], [-1.3317, 1.3434, -0.5855], [0.0514, 0.4580, -0.8023], [-1.0238, -0.0026, -0.4834], [0.7289, 0.1155, 1.4637], [0.5419, -0.9060, 0.0405], [0.2775, 1.5357, 0.2424], [-0.2260, -0.4611, -0.5026], [1.5122, 0.6709, -0.0804], [-0.1354, -1.7500, 0.7921]],
  "lowdin_charge": [-0.09, -0.06, -0.08, -0.34, -0.19, 0.15, -0.16, -0.08, 0.08, 0.10, 0.11, 0.10, 0.16, 0.09, 0.10, 0.12],
  "energy_ha": -379.996457,
  "smiles": "CN/C=C(/C#N)OC",
  "e_lumo_ev": 0.591,
  "e_above_lowest_ev": 2.496,
  "total_charge": 0,
  "molar_mass_da": 112.13
}


No. 7
{
  "formula": "C5H8N2O",
  "method": "ωB97M-V/def2-TZVPD",
  "elements": ["C", "N", "C", "C", "N", "O", "C", "C", "H", "H", "H", "H", "H", "H", "H", "H"],
  "positions_angstrom": [[-0.6462, -1.8329, -1.0702], [-1.0421, -0.6195, -0.4303], [-0.4378, -0.2031, 0.8541], [0.9183, -0.3478, 1.3961], [1.3977, 0.8939, 1.3870], [0.7261, 1.9906, 1.0544], [-0.0947, 1.8186, -0.3748], [-0.0642, 0.3920, -0.5254], [-1.1963, -1.7477, -2.1466], [-0.9447, -2.6271, -0.3223], [0.5103, -1.7723, -1.1429], [-1.1459, 0.3313, 1.6066], [1.5260, -1.0546, 1.7225], [0.8270, 2.5062, -0.8995], [-1.1723, 2.3092, -0.2696], [0.8388, -0.0368, -0.8389]],
  "forces_ev_per_a": [[0.2051, 0.0384, -0.9137], [-1.1235, 0.9671, 1.4435], [-1.5265, -1.0066, -0.0608], [-2.7260, 6.7520, -1.9418], [2.2090, -1.9235, 2.7443], [-1.2576, -0.6811, -1.2562], [1.2861, 3.7388, 0.2275], [-1.4197, 0.7159, 0.0700], [1.5470, -1.0947, 2.5257], [0.1559, 0.2596, -1.6786], [-1.6246, -0.9186, -0.3935], [1.1657, -0.7080, -1.8907], [2.4584, -3.2239, 1.3521], [-3.3738, -2.0244, 0.5624], [2.6157, -0.9114, -0.1368], [1.4088, 0.0204, -0.6533]],
  "lowdin_charge": [-0.10, -0.11, -0.18, -0.07, -0.03, -0.18, -0.02, -0.34, 0.14, 0.10, 0.10, 0.18, 0.06, 0.18, 0.16, 0.10],
  "energy_ha": -379.796530,
  "smiles": "CN1[C@H]2C=NOC[C@@H]21",
  "e_lumo_ev": 0.993,
  "e_above_lowest_ev": 7.936,
  "total_charge": 0,
  "molar_mass_da": 112.13
}


No. 8
{
  "formula": "C5H8N2O",
  "method": "ωB97M-V/def2-TZVPD",
  "elements": ["N", "C", "N", "C", "O", "H", "H", "C", "C", "C", "H", "H", "H", "H", "H", "H"],
  "positions_angstrom": [[2.0150, -1.1857, -1.0950], [2.1285, -0.5324, -0.1172], [2.5275, -0.0260, 0.9079], [2.1064, 1.0203, 1.6306], [1.3014, 1.8243, 1.2837], [2.1880, -1.9814, -1.7432], [2.7611, 1.1034, 2.5121], [-1.7957, -1.4122, -0.1573], [-1.4505, -0.1671, 0.0737], [-1.5143, 1.0441, -0.8631], [-2.0682, -1.6440, -1.1525], [-2.0950, -2.1285, 0.6204], [-1.3488, 0.3053, 1.0575], [-1.8608, 0.5979, -1.8380], [-2.4081, 1.4983, -0.4325], [-0.4864, 1.6836, -0.6870]],
  "forces_ev_per_a": [[-0.2714, -0.7486, -1.2359], [0.6096, -2.3581, -2.3289], [0.4236, -0.2854, 1.0517], [1.4955, 0.5570, 0.7241], [-1.3526, 1.0026, -0.0205], [-0.4391, 1.5402, 1.3890], [-0.5188, 0.2843, 0.3777], [-0.6792, -0.2137, 0.8126], [-0.0874, 2.2997, 0.9344], [1.3832, -1.4183, 0.3575], [-0.0737, -0.5984, -1.0318], [0.6527, 0.3135, -0.2935], [0.3226, -1.1220, 0.3325], [1.0982, 1.2316, 0.2699], [0.3095, 0.9067, -0.2336], [-2.8726, -1.3912, -1.1053]],
  "lowdin_charge": [0.23, -0.28, 0.14, -0.39, 0.05, 0.13, 0.12, -0.04, -0.30, -0.11, 0.03, 0.06, 0.09, 0.08, 0.06, 0.12],
  "energy_ha": -379.965926,
  "smiles": "N=C=NC=O.C=CC",
  "e_lumo_ev": 0.675,
  "e_above_lowest_ev": 3.327,
  "total_charge": 0,
  "molar_mass_da": 112.13
}